A structure of composition C15H14EuN2O4 in a non-equilibrium geometry. Source: OMol25; level of theory: wB97M-V/def2-TZVPD.

```
36
C15H14EuN2O4, DFT wB97M-V/def2-TZVPD
C 1.41 -1.17 -3.72
C 0.01 -1.09 -3.98
C -0.67 -1.79 -2.94
C 0.31 -2.28 -2.03
C 1.60 -1.89 -2.51
Eu 0.51 0.11 -1.92
C -1.07 1.76 -2.83
C 0.08 2.15 -3.40
C 1.03 2.68 -4.15
N 1.85 1.12 -1.61
H -1.75 -1.91 -2.84
H -0.45 -0.59 -4.83
H 0.12 -2.84 -1.11
H 2.55 -2.10 -2.03
H 2.20 -0.72 -4.33
H -1.74 1.06 -3.34
H 2.72 1.67 -1.59
H -1.41 2.20 -1.89
H 0.78 3.48 -4.86
H 2.07 2.35 -4.08
O -0.61 1.74 0.56
C -0.72 0.49 0.94
O -0.45 -0.46 0.07
C -0.76 0.15 2.38
C -0.58 -1.17 2.82
C -0.51 -1.47 4.18
C -0.62 -0.45 5.15
C -0.82 0.87 4.71
C -0.89 1.17 3.34
N -0.52 -0.75 6.54
O -0.32 -1.87 6.91
O -0.59 0.12 7.35
H -0.46 -1.98 2.10
H -0.35 -2.50 4.48
H -0.91 1.68 5.42
H -1.01 2.20 3.04
```

Properties
Net charge ... -2
Expectation value of S² ... 15.793
Spin multiplicity ... 8
E_tot ... -1700.467356 a.u.